a.
The following is a DFT calculation (ωB97M-V/def2-TZVPD) of a 2-piece molecular cluster, C3H9N4 overall.

As for the LUMO energy: -0.21829 Eh. The total charge is +1. As for the spin multiplicity: 1. For the orbital gap, the calculation gives 8.26 eV.

Last column: Mulliken charge in e.
Element x y z (Å)
N  1.57  -0.69  -0.44  -0.738
N  -0.75  -0.26  0.32  0.717
N  -1.07  0.03  -0.91  -0.329
N  -0.21  0.70  1.13  -0.405
C  -1.25  1.10  -1.48  0.035
C  -0.53  -1.62  0.77  -0.711
C  -0.22  1.89  0.85  -0.138
H  1.67  0.11  -0.96  0.246
H  0.05  -2.26  0.19  0.361
H  0.03  -1.38  1.71  0.309
H  -0.65  2.28  -0.17  0.000
H  1.42  -1.39  -1.17  0.284
H  0.20  2.65  1.45  0.325
H  2.57  -0.79  -0.12  0.225
H  -1.38  -2.16  1.06  0.338
H  -1.45  1.79  -2.23  0.481

---

b.
The following is a DFT calculation (ωB97M-V/def2-TZVPD) of a 2-piece molecular cluster, C3H9N4 overall.

As for the LUMO energy: -0.11686 Eh. The total charge is +1. As for the spin multiplicity: 1. For the orbital gap, the calculation gives 9.75 eV.

Last column: Mulliken charge in e.
Element x y z (Å)
N  1.19  -0.48  -1.47  -0.183
N  1.65  -0.69  1.91  0.303
N  -0.63  0.16  -0.22  -0.064
N  2.31  -0.68  0.89  -0.815
C  0.04  0.00  -1.27  0.310
C  0.75  -0.98  2.60  -0.108
C  -1.82  1.00  -0.05  -0.845
H  1.95  -0.65  -0.82  0.254
H  -0.35  -0.08  0.81  0.072
H  -0.66  0.40  -2.07  0.234
H  -1.59  1.92  0.45  0.311
H  -2.30  1.32  -1.08  0.332
H  -2.60  0.33  0.36  0.335
H  1.47  -0.51  -2.40  0.255
H  3.34  -0.81  1.04  0.195
H  0.00  -0.96  3.51  0.416

---

Most stable one: b, least stable one: a.

---

a.
The following is a DFT calculation (ωB97M-V/def2-TZVPD) of a 2-piece molecular cluster, C3H9N4 overall.

As for the LUMO energy: -0.13733 Eh. The total charge is +1. As for the spin multiplicity: 1. For the orbital gap, the calculation gives 11.02 eV.

Last column: Mulliken charge in e.
Element x y z (Å)
N  -1.54  0.47  -0.03  0.662
N  2.29  -0.31  0.05  -0.947
N  -0.55  -0.47  0.06  -0.046
N  -2.73  -0.08  -0.17  -0.615
C  -1.18  -1.61  -0.05  -0.109
C  -2.57  -1.41  -0.16  -0.474
C  -1.34  1.86  0.30  -0.704
H  -0.69  2.33  -0.39  0.288
H  -2.27  2.36  0.33  0.347
H  -0.70  -2.53  -0.11  0.454
H  2.75  -0.02  0.91  0.278
H  0.56  -0.27  0.09  0.518
H  2.79  0.26  -0.61  0.273
H  2.61  -1.30  -0.08  0.282
H  -3.44  -1.92  -0.24  0.500
H  -0.85  1.86  1.35  0.293

---

b.
The following is a DFT calculation (ωB97M-V/def2-TZVPD) of an isolated ion of composition C3H9N4 and charge +1.

As for the SMILES: [H]/N=N/[NH+]=C(/C)NC. As for the LUMO energy: -0.15256 Eh. The total charge is +1. As for the spin multiplicity: 1. For the orbital gap, the calculation gives 10.73 eV.

Last column: Mulliken charge in e.
Element x y z (Å)
N  0.46  1.07  0.37  -0.022
N  0.31  2.59  1.83  -0.651
N  -0.54  -0.89  -0.30  -0.187
N  -0.24  1.54  1.53  0.048
C  0.39  0.00  -0.43  0.916
C  -1.64  -0.81  0.70  -0.895
C  1.55  -0.20  -1.39  -1.309
H  -2.07  0.15  0.66  0.390
H  2.51  0.11  -0.93  0.356
H  1.44  0.53  -2.24  0.361
H  1.43  -1.15  -1.82  0.354
H  -1.20  -1.12  1.64  0.333
H  -2.39  -1.57  0.46  0.335
H  -0.05  2.97  2.67  0.283
H  1.24  1.68  0.16  0.362
H  -0.76  -1.50  -1.16  0.326

---

Most stable one: a, least stable one: b.

---

a.
The following is a DFT calculation (ωB97M-V/def2-TZVPD) of C5H6OS2 as an isolated structure.

As for the LUMO energy: -0.00244 Eh. As for the spin multiplicity: 1. For the orbital gap, the calculation gives 9.03 eV.

Last column: Mulliken charge in e.
Element x y z (Å)
S  -2.79  0.33  0.01  -0.249
S  0.07  -1.06  -1.61  -0.182
O  -0.78  1.67  -1.25  -0.500
C  -0.14  -0.29  0.04  0.776
C  2.19  1.18  0.19  0.275
C  -0.16  -1.11  1.26  -1.099
C  -1.25  0.65  -0.39  0.443
C  1.21  0.49  0.12  -1.371
H  -1.30  -1.50  1.47  0.269
H  2.95  1.90  0.21  0.491
H  0.12  1.61  -1.60  0.357
H  0.42  -0.31  2.20  0.268
H  -1.13  -1.62  -1.89  0.187
H  0.57  -1.94  1.23  0.335

---

b.
The following is a DFT calculation (ωB97M-V/def2-TZVPD) of C5H6OS2 as an isolated structure.

As for the LUMO energy: 0.02032 Eh. As for the spin multiplicity: 1. For the orbital gap, the calculation gives 9.53 eV.

Last column: Mulliken charge in e.
Element x y z (Å)
S  -1.64  0.31  -1.79  -0.210
S  -2.10  1.25  1.62  -0.327
O  0.39  0.39  1.66  -0.374
C  -0.75  0.65  1.01  0.222
C  1.22  -0.31  0.62  -0.229
C  -0.43  0.17  -0.44  0.078
C  1.03  0.62  -0.61  -0.504
C  0.12  -1.19  0.01  -0.465
H  0.44  -1.79  -0.84  0.302
H  1.50  0.22  -1.53  0.325
H  -2.62  0.52  -0.92  0.149
H  -0.51  -1.82  0.64  0.301
H  2.16  -0.68  1.02  0.435
H  1.18  1.69  -0.45  0.297

---

c.
The following is a DFT calculation (ωB97M-V/def2-TZVPD) of C5H6OS2 as an isolated structure.

As for the LUMO energy: -0.03220 Eh. As for the spin multiplicity: 1. For the orbital gap, the calculation gives 7.74 eV.

Last column: Mulliken charge in e.
Element x y z (Å)
S  0.12  0.83  -0.88  -0.034
S  0.06  -1.64  0.56  -0.247
O  -2.81  0.14  -1.25  -0.411
C  1.94  0.73  1.28  -0.004
C  -0.70  -0.56  -0.43  0.339
C  1.25  1.54  2.27  -0.677
C  1.82  0.73  -0.26  -0.676
C  -2.18  -0.89  -1.05  0.011
H  2.46  1.55  -0.75  0.336
H  1.52  1.52  3.28  0.321
H  0.14  2.03  2.14  0.174
H  -2.37  -2.19  -1.56  0.248
H  2.22  -0.13  -0.59  0.441
H  2.86  -0.16  1.81  0.180

---

d.
The following is a DFT calculation (ωB97M-V/def2-TZVPD) of a 2-piece molecular cluster, C5H6OS2 overall.

As for the LUMO energy: -0.03825 Eh. As for the spin multiplicity: 1. For the orbital gap, the calculation gives 7.32 eV.

Last column: Mulliken charge in e.
Element x y z (Å)
S  2.88  1.68  0.56  -0.241
S  -0.92  -1.04  -0.92  -0.181
O  -1.80  0.04  1.39  -0.412
C  -2.15  -0.68  0.56  0.475
C  2.46  0.80  -0.81  -0.418
C  1.33  0.06  -1.14  -0.256
C  -3.48  -1.38  0.86  -0.771
C  0.14  0.12  -0.40  -0.019
H  -0.13  0.61  0.45  0.612
H  -3.26  -1.43  2.30  0.237
H  -3.22  -2.44  0.52  0.287
H  3.23  0.85  -1.64  0.258
H  1.26  -0.78  -1.97  0.171
H  -4.59  -0.84  0.48  0.259

---

Most stable one: b, least stable one: c.